Entry 1:
This record from the Open Molecules 2025 dataset describes C27H26F6N4OS2SeTi as an isolated structure at a distorted geometry. The level of theory is ωB97M-V/def2-TZVPD.

Results
HOMO energy, Ha: -0.4968
E_LUMO, eV: -6.61
Multiplicity: 1
Charge: +2
Frontier orbital gap, eV: 6.909

Last column: Mulliken charge in e.
CARTESIAN COORDINATES (ANGSTROEM)
1 Ti -0.01168 -0.35717 0.52194  -0.0928
2 C 3.30880 -1.80831 1.32699  -0.9270
3 C 3.20845 -0.69176 0.34010  0.2771
4 N 2.14904 0.06569 0.16284  0.9585
5 C 2.32578 0.96471 -0.87219  -0.4924
6 C 3.52361 0.88814 -1.48479  -0.3431
7 S 4.46031 -0.33231 -0.74824  -0.1455
8 C 1.21003 1.87334 -1.10092  -0.2073
9 C 1.12464 2.90926 -1.95750  -0.4585
10 S -0.29804 3.79130 -1.64598  -0.1361
11 C -0.73369 2.74089 -0.38895  0.5110
12 N 0.11918 1.73665 -0.23744  0.9692
13 C -1.91090 3.06120 0.47622  -1.5534
14 H 2.58950 -1.66962 2.13126  -0.1358
15 H 4.30900 -1.86781 1.75467  0.5742
16 H 3.09979 -2.76191 0.83766  0.3029
17 H 3.90653 1.47971 -2.30222  0.4863
18 H 1.83623 3.21986 -2.70840  0.4723
19 H -1.96888 4.13813 0.63238  0.5326
20 H -1.81562 2.58406 1.44665  0.2788
21 H -2.84653 2.74650 0.01244  0.3641
22 F -4.05541 -5.12295 1.25083  -0.3724
23 C -3.57655 -3.91169 0.98139  0.2952
24 C -3.27572 -3.06434 2.03078  -0.7859
25 C -2.76197 -1.81304 1.73163  -0.1173
26 C -2.52252 -1.41726 0.41111  0.3830
27 C -2.01604 -0.04142 0.12467  -1.3949
28 C -2.86064 -2.30684 -0.61981  -0.1919
29 C -3.40656 -3.54258 -0.34485  -0.7119
30 H -3.47041 -3.38234 3.04756  0.5213
31 H -2.57181 -1.11104 2.53320  0.4413
32 H -2.41048 0.67503 0.83660  0.5330
33 H -2.20573 0.29212 -0.88982  0.6566
34 H -2.70016 -2.01325 -1.64996  0.5201
35 H -3.69305 -4.22797 -1.13351  0.5447
36 F -0.81414 -7.09159 0.68000  -0.3110
37 C -0.55259 -5.90757 0.15886  0.6870
38 C -0.60544 -5.72133 -1.21356  0.3175
39 F -0.93500 -6.73506 -1.99438  -0.2813
40 C -0.33524 -4.47821 -1.76042  0.4966
41 F -0.42813 -4.32998 -3.07681  -0.3490
42 C -0.00744 -3.39969 -0.95754  -0.0538
43 Se 0.31225 -1.66010 -1.63743  -0.0140
44 C 0.02910 -3.62947 0.39094  -0.1743
45 F 0.32033 -2.56502 1.21357  0.7706
46 C -0.23124 -4.84270 0.98120  -0.6774
47 F -0.19192 -4.98792 2.30423  -0.3559
48 C -0.26787 -2.21184 4.32834  -0.4046
49 N 0.63738 -1.06614 4.43588  0.2085
50 C 1.30970 -0.91224 5.73656  -0.6559
51 C 2.63903 -0.22072 5.54656  -0.6425
52 C 2.39915 1.10148 4.85997  -0.6604
53 N 1.52656 0.93744 3.68096  0.2590
54 C 1.50094 2.09200 2.78353  -0.9040
55 C 0.75456 -0.12814 3.50581  0.2569
56 O 0.09066 -0.23459 2.37406  -0.2177
57 H 0.28038 -3.11751 4.58112  0.4349
58 H -0.65697 -2.30633 3.33105  -0.4500
59 H -1.09319 -2.09000 5.03176  0.2883
60 H 1.43528 -1.91037 6.14878  0.4026
61 H 0.66259 -0.35023 6.41449  0.3073
62 H 3.30270 -0.85050 4.94982  0.2791
63 H 3.11801 -0.05403 6.50969  0.3850
64 H 3.33248 1.53719 4.50662  0.3935
65 H 1.93471 1.81992 5.53826  0.3629
66 H 2.41554 2.14182 2.19349  0.2781
67 H 1.42760 2.99292 3.39126  0.5373
68 H 0.64805 2.05421 2.11968  -0.0696

Entry 2:
This record from the Open Molecules 2025 dataset describes C27H26FeN9P as an isolated structure at a distorted geometry. The level of theory is ωB97M-V/def2-TZVPD.

Results
HOMO energy (spin up / spin down), Ha: -0.6324 / -0.6324
E_LUMO (spin up / spin down), eV: -10.76 / -9.73
Multiplicity: 2
Charge: +3
Frontier orbital gap (spin up / spin down), eV: 6.444 / 7.477
Expectation value of S²: 0.898

Last column: Mulliken charge in e.
CARTESIAN COORDINATES (ANGSTROEM)
1 Fe 0.47952 -0.53851 -0.53655  0.3395
2 C 1.12818 -1.77010 4.81669  -0.7590
3 N 1.30375 -1.86653 3.36464  0.1198
4 C 2.09254 -2.77596 2.72011  -0.4838
5 C 1.97367 -2.52163 1.38725  -0.9808
6 N 1.11789 -1.46377 1.21991  0.7159
7 C 0.72369 -1.08230 2.43169  0.1711
8 P -0.40588 0.26272 2.84676  -0.4283
9 C 0.31729 1.53744 1.77279  -0.1283
10 N 0.50876 1.43343 0.46122  0.7277
11 C 0.83999 2.67857 0.00466  -0.6462
12 C 0.84643 3.54320 1.05862  -0.6661
13 N 0.51311 2.81503 2.16354  0.1099
14 C 0.36006 3.34275 3.52109  -0.7763
15 C -1.70532 -0.12130 1.63701  -0.1238
16 N -1.53491 -0.24582 0.32446  0.7316
17 C -2.77971 -0.29447 -0.23834  -0.6475
18 C -3.71138 -0.19643 0.75201  -0.6633
19 N -3.02390 -0.08438 1.92539  0.1050
20 C -3.62009 0.08352 3.25252  -0.7746
21 H 1.72294 -2.53807 5.30153  0.3333
22 H 1.45679 -0.79758 5.17580  0.3325
23 H 0.08453 -1.91797 5.08437  0.3316
24 H 2.66722 -3.52019 3.24477  0.4979
25 H 2.44149 -3.02396 0.55687  0.6648
26 H 1.02121 2.88826 -1.03317  0.5418
27 H 1.05806 4.59820 1.09798  0.4877
28 H 0.83167 4.31884 3.58394  0.3374
29 H -0.69366 3.45273 3.77109  0.3291
30 H 0.83113 2.67724 4.23942  0.3452
31 H -2.93616 -0.36517 -1.29871  0.5389
32 H -4.78705 -0.19687 0.70445  0.4884
33 H -4.67084 -0.18753 3.21295  0.3386
34 H -3.11877 -0.55548 3.97444  0.3444
35 H -3.54356 1.11987 3.57663  0.3283
36 C -2.06144 -4.09332 -1.58460  -0.8236
37 C -2.73241 -3.67369 -2.72072  -0.6327
38 C -2.41785 -2.44262 -3.28069  -0.8079
39 C -1.44450 -1.66297 -2.68292  -0.1481
40 N -0.81571 -2.06488 -1.57059  0.3113
41 C -1.11551 -3.24670 -1.03121  -0.2487
42 C -0.95804 -0.39712 -3.22238  1.3748
43 C -1.52199 0.30691 -4.27409  -0.7189
44 C -0.87587 1.44918 -4.72356  -1.0363
45 C 0.32931 1.82748 -4.15022  -0.7121
46 C 0.82687 1.06927 -3.10274  1.3796
47 N 0.15830 0.02007 -2.63248  0.2208
48 C 2.11535 1.26194 -2.44427  -0.1464
49 C 3.11102 2.10079 -2.91072  -0.8140
50 C 4.33115 2.13117 -2.24857  -0.6310
51 C 4.52425 1.31837 -1.14440  -0.8308
52 C 3.47167 0.52263 -0.72404  -0.2455
53 N 2.30092 0.49587 -1.36115  0.3131
54 H -2.25928 -5.05573 -1.13503  0.4761
55 H -3.48796 -4.29898 -3.17762  0.4944
56 H -2.92090 -2.10989 -4.17718  0.4264
57 H -0.57886 -3.52254 -0.13235  0.4115
58 H -2.44324 -0.01800 -4.73520  0.4582
59 H -1.29593 2.02616 -5.53665  0.4772
60 H 0.85991 2.69496 -4.51476  0.4574
61 H 2.95215 2.71656 -3.78425  0.4264
62 H 5.12320 2.77797 -2.60202  0.4958
63 H 5.46828 1.29383 -0.61935  0.4789
64 H 3.56844 -0.11448 0.14590  0.4116

Entry 3:
This record from the Open Molecules 2025 dataset describes C27H26KN3O2Te4 as an isolated structure at a distorted geometry. The level of theory is ωB97M-V/def2-TZVPD.

Results
HOMO energy (spin up / spin down), Ha: 0.0373 / 0.0406
E_LUMO (spin up / spin down), eV: 3.70 / 3.70
Multiplicity: 1
Charge: -2
Frontier orbital gap (spin up / spin down), eV: 2.683 / 2.594

Last column: Mulliken charge in e.
CARTESIAN COORDINATES (ANGSTROEM)
1 K 0.53129 -0.68557 0.86224  0.4927
2 C -0.61361 2.57403 1.37724  -0.8574
3 C 0.86189 2.70583 1.14824  0.7952
4 C 1.40929 3.96753 0.96824  -0.8414
5 C 2.79199 4.04543 0.72614  -0.5309
6 C 3.52989 2.89543 0.70774  -0.9796
7 C 2.91559 1.63943 0.93044  0.4510
8 N 1.56009 1.58513 1.13684  0.1113
9 C 3.65969 0.41433 0.92464  0.5818
10 C 5.08009 0.41583 0.92554  -1.0877
11 C 5.74709 -0.78527 0.82024  -0.4734
12 C 5.03529 -1.96667 0.76144  -1.1598
13 C 3.62049 -1.92307 0.85244  0.5042
14 N 2.97099 -0.74637 0.91664  0.1750
15 C 2.85189 -3.13827 0.85194  0.4445
16 C 3.46679 -4.39887 1.03924  -0.9125
17 C 2.73299 -5.54937 0.96714  -0.4724
18 C 1.35529 -5.45767 0.71944  -0.9184
19 C 0.80029 -4.18877 0.60814  0.8429
20 C -0.68651 -4.07207 0.43284  -0.8313
21 N 1.49739 -3.07077 0.66604  0.1151
22 H -1.05551 3.53363 1.64384  0.3403
23 H -0.80091 1.85943 2.17794  0.0512
24 H -1.10571 2.20403 0.47524  -0.0075
25 H 0.79329 4.85543 0.99854  0.3245
26 H 3.25719 5.00883 0.54924  0.3711
27 H 4.58889 2.95013 0.50454  0.1676
28 H 5.64409 1.33113 1.01364  0.1914
29 H 6.83249 -0.80267 0.78414  0.3805
30 H 5.56309 -2.89607 0.61664  0.1674
31 H 4.51889 -4.45137 1.27144  0.2069
32 H 3.19619 -6.51817 1.11384  0.3802
33 H 0.73409 -6.34007 0.65784  0.3378
34 H -1.08061 -4.92197 -0.12466  0.3703
35 H -0.93611 -3.15627 -0.09166  -0.1338
36 H -1.16901 -4.06787 1.41434  0.0916
37 Te -2.33231 -1.74967 5.55134  -0.4611
38 Te -3.21481 0.47113 4.33494  -0.0791
39 Te -5.85311 0.38953 4.79124  -0.5336
40 Te -2.14091 -1.17017 2.57874  0.5201
41 C -3.48551 3.03133 -4.70636  -1.5093
42 C -3.19991 2.20093 -3.48836  0.6026
43 C -2.24881 1.18403 -3.50466  -0.9541
44 C -1.96451 0.41143 -2.39996  0.4095
45 C -0.93121 -0.66427 -2.56736  -1.2224
46 C -2.64851 0.65433 -1.16966  0.2622
47 C -3.66401 1.66023 -1.16286  0.9624
48 C -4.51181 1.97053 0.03864  -1.4662
49 C -3.90381 2.39743 -2.30066  -0.8115
50 C -2.32541 -0.08447 0.03114  1.7080
51 O -2.88681 0.27743 1.13194  -0.8630
52 O -1.53261 -1.06537 0.06444  -0.4244
53 H -2.69911 2.90493 -5.44896  0.3737
54 H -3.55361 4.09213 -4.45756  0.3630
55 H -4.43531 2.74333 -5.16706  0.2871
56 H -1.71601 0.99683 -4.43016  0.2641
57 H -0.60141 -0.70167 -3.60706  0.3920
58 H -1.33581 -1.63907 -2.29746  0.1953
59 H -0.05791 -0.49147 -1.93836  0.1142
60 H -3.90671 2.37463 0.85104  0.1786
61 H -5.01061 1.08013 0.42244  0.3096
62 H -5.27191 2.70893 -0.21996  0.3732
63 H -4.66631 3.16863 -2.27706  0.3213

Entry 4:
This record from the Open Molecules 2025 dataset describes C27H26N2S5W as an isolated structure at a distorted geometry. The level of theory is ωB97M-V/def2-TZVPD.

Results
HOMO energy, Ha: -0.4940
E_LUMO, eV: -7.57
Multiplicity: 1
Charge: +2
Frontier orbital gap, eV: 5.868

Last column: Mulliken charge in e.
CARTESIAN COORDINATES (ANGSTROEM)
1 W -0.03340 0.19553 -0.24511  -0.6830
2 S 0.20591 1.02069 2.11557  -0.2267
3 C -1.47996 1.15607 2.61672  0.9325
4 C -1.82040 1.05526 3.96472  -0.6547
5 C -3.14153 1.19620 4.37036  -0.6189
6 C -4.15705 1.43016 3.44924  -0.7112
7 C -3.83990 1.53717 2.10641  -0.7133
8 C -2.50895 1.40913 1.71425  0.1495
9 S -2.14074 1.56637 -0.00523  -0.2197
10 C -1.50434 3.25963 -0.20782  -0.9499
11 C -0.03402 3.40736 -0.50712  0.4673
12 C 0.43252 4.66776 -0.83352  -0.9243
13 C 1.79067 4.86785 -0.97558  -0.6315
14 C 2.64767 3.81009 -0.72123  -1.0084
15 C 2.11872 2.57956 -0.40409  0.6987
16 C 3.02606 1.49236 0.09820  -1.0537
17 S 2.48578 -0.18991 -0.27775  -0.1425
18 C 2.97551 -0.33390 -1.96136  0.4429
19 C 4.27719 -0.75513 -2.21595  -0.5969
20 C 4.70421 -0.85078 -3.52888  -0.6759
21 C 3.82224 -0.54350 -4.56065  -0.6179
22 C 2.51917 -0.14264 -4.29247  -0.8318
23 C 2.08239 -0.03113 -2.97525  0.7821
24 S 0.41742 0.45518 -2.65352  -0.2447
25 N 0.79174 2.36106 -0.37247  0.7801
26 H -1.04109 0.85993 4.69226  0.5118
27 H -3.38206 1.11312 5.42339  0.4306
28 H -5.18427 1.52854 3.77378  0.4401
29 H -4.61283 1.72586 1.36929  0.4864
30 H -1.73307 3.76314 0.73089  0.4590
31 H -2.10466 3.71792 -0.99180  0.6473
32 H -0.26987 5.48215 -0.96430  0.5432
33 H 2.18025 5.84282 -1.24261  0.4547
34 H 3.72196 3.94081 -0.75169  0.5234
35 H 3.08264 1.54571 1.18729  0.4351
36 H 4.03355 1.59096 -0.29751  0.6852
37 H 4.94414 -1.01095 -1.39832  0.5383
38 H 5.71365 -1.17578 -3.74573  0.4248
39 H 4.14876 -0.62899 -5.58980  0.4220
40 H 1.83509 0.08119 -5.10214  0.5092
41 C -3.19027 -1.52343 -0.64730  -0.7147
42 S -1.92277 -0.89193 -1.75235  0.2953
43 C -1.21520 -2.45670 -2.28276  -0.7679
44 H -3.89233 -2.09024 -1.25967  0.4975
45 H -3.71492 -0.67617 -0.20894  0.2910
46 H -2.76410 -2.15980 0.12780  0.1732
47 H -1.29513 -3.18640 -1.47890  0.2618
48 H -0.17972 -2.28273 -2.55482  0.2436
49 H -1.77144 -2.78783 -3.15764  0.4715
50 N -0.14267 -1.42083 0.46971  0.7526
51 C -0.27172 -2.59448 1.17486  0.3962
52 C -1.06636 -2.60650 2.32743  0.0993
53 C -1.21990 -3.78851 3.02455  -0.7855
54 C -0.57522 -4.94359 2.58523  -0.4639
55 C 0.22574 -4.92453 1.44499  -0.7167
56 C 0.37951 -3.75300 0.73379  -0.3575
57 H -1.54691 -1.69082 2.64943  0.2910
58 H -1.83532 -3.81407 3.91500  0.4422
59 H -0.69949 -5.86845 3.13524  0.4195
60 H 0.72816 -5.82549 1.11732  0.4167
61 H 1.00093 -3.71142 -0.15341  0.4956